C26H27N7O6 | ωB97M-V/def2-TZVPD

The LUMO energy is -2.27 eV. The energy comes out at -50090.8121 eV. The energy relative to the best compared isomer or geometry (same formula, charge and spin) comes out at 15.526 eV. The calculation puts the largest force on an atom at 0.17754 Eh/bohr.

ORCA input file:
```
! wB97M-V def2-TZVPD RIJCOSX def2/J DEFGRID3
* xyz 0 1
C -0.6354 1.2248 0.6815
C -0.2761 2.3684 1.4348
N -0.0110 3.2970 2.0597
H -1.5222 1.3380 0.0578
H -0.7610 0.4484 1.4363
H 0.1867 0.9087 0.0395
C -0.5028 5.1486 3.7136
C 0.2021 4.4622 4.7743
N 0.8004 3.8877 5.6162
H -0.3773 6.2313 3.7136
H -1.5793 4.9896 3.6514
H -0.0550 4.6716 2.8418
C 2.0616 3.4411 0.8129
C 3.4363 3.9372 1.0370
N 4.5079 4.3845 1.0914
H 2.1475 2.6157 0.1062
H 1.4039 4.1877 0.3677
H 1.6807 3.1373 1.7880
C -2.5776 2.8748 -1.7539
C -1.4095 3.5575 -1.0491
N -0.4917 4.0441 -0.5407
H -2.2234 2.5553 -2.7339
H -3.4426 3.5318 -1.8443
H -2.8350 1.9120 -1.3125
C -0.7350 -1.4467 2.7521
C -1.2328 -2.7105 2.6569
C -0.7177 -3.5793 1.6845
C 0.2795 -3.1588 0.8693
C 0.7643 -1.8205 0.9814
C 0.2965 -1.0223 1.9408
N 0.6552 -4.0434 -0.2300
O 0.1253 -5.1263 -0.2989
O 1.4676 -3.6051 -1.0653
H -1.0865 -0.7093 3.4586
H -1.9782 -3.0308 3.3697
H -1.1545 -4.5669 1.7001
H 1.5627 -1.4950 0.3310
H 0.7669 -0.0527 2.0106
C 3.4247 -1.8588 -4.2572
C 3.0427 -2.5634 -3.1014
C 2.4499 -1.8697 -1.9693
C 2.3877 -0.4178 -1.9664
C 2.8386 0.2135 -3.1127
C 3.2564 -0.4857 -4.2803
N 2.1107 0.2565 -0.7558
O 2.7495 1.3257 -0.6182
O 1.1575 -0.1165 -0.1282
H 3.8020 -2.3693 -5.1310
H 3.2134 -3.6292 -3.0650
H 2.0272 -2.4163 -1.1393
H 2.8920 1.2903 -3.1758
H 3.5717 0.1275 -5.1115
C -3.0900 -3.7340 0.2273
C -4.0156 -2.6811 0.1466
C -3.5586 -1.5127 -0.3827
C -2.2530 -1.3994 -0.9105
C -1.3870 -2.5125 -0.9004
C -1.8242 -3.6790 -0.2906
N -1.8375 -0.1412 -1.5023
O -1.1001 -0.2366 -2.5099
O -2.3416 0.8972 -1.1107
H -3.3773 -4.7124 0.5831
H -5.0415 -2.8843 0.4158
H -4.1763 -0.6277 -0.4233
H -0.5016 -2.5297 -1.5187
H -1.1603 -4.5211 -0.1620
*
```

These are the Mulliken partial charges, in e, on atoms 1 to 4:
1 C -0.6179
2 C 0.3660
3 N -0.5910
4 H 0.5333


C13H23Cl4INO4 | ωB97M-V/def2-TZVPD

The LUMO energy is 2.18 eV. The energy comes out at -81725.8023 eV. The calculation puts the largest force on an atom at 0.02009 Eh/bohr.

ORCA input file:
```
! wB97M-V def2-TZVPD RIJCOSX def2/J DEFGRID3
* xyz -1 1
C 4.6259 0.6550 0.1922
O 3.9359 -0.5578 -0.0104
C 2.5122 -0.4228 -0.0285
C 2.0055 0.2032 -1.3198
C 0.4845 0.3595 -1.3608
C -0.0689 1.3784 -0.3557
N -1.5086 1.3393 -0.2085
C -2.1112 2.6697 -0.1345
C -1.7314 3.5459 1.0679
O -1.9944 4.9248 0.7355
C -2.2048 0.2384 0.4678
I -0.8707 -0.9599 1.7367
C -2.7943 -0.6951 -0.5828
C -3.5521 -1.9263 -0.0720
C -2.7889 -3.2387 -0.2733
Cl -2.9741 -4.3894 1.0906
C -3.3368 0.7991 1.4502
O -2.9420 1.2646 2.5211
O -4.4798 0.8043 0.9281
H 4.0565 1.3212 0.8513
H 4.8202 1.1787 -0.7510
H 5.5825 0.4279 0.6692
H 2.1923 0.1429 0.8529
H 2.1177 -1.4338 0.0726
H 2.3183 -0.4419 -2.1498
H 2.4912 1.1751 -1.4807
H 0.0120 -0.6120 -1.1987
H 0.1927 0.6872 -2.3649
H 0.1686 2.3790 -0.7369
H 0.4558 1.2906 0.6067
H -3.1968 2.5688 -0.1896
H -1.7930 3.2185 -1.0303
H -0.6675 3.4077 1.2913
H -2.3079 3.2770 1.9496
H -1.1738 5.4137 0.8161
H -2.0032 -0.9842 -1.2835
H -3.4882 -0.0509 -1.1296
H -4.4969 -1.9847 -0.6196
H -3.8262 -1.8076 0.9772
H -1.7182 -3.0718 -0.3894
H -3.1554 -3.7782 -1.1470
C 4.6549 -3.5544 0.1036
Cl 4.4317 -4.1837 -1.5329
Cl 3.2441 -3.8721 1.0998
Cl 6.1217 -4.2272 0.8339
H 4.7612 -2.4779 0.0358
*
```

These are the Mulliken partial charges, in e, on atoms 1 to 4:
1 C -0.8805
2 O -0.3120
3 C -0.0666
4 C -0.8442


C6H12N | ωB97M-V/def2-TZVPD

The LUMO energy is -5.55 eV. The energy comes out at -7895.5411 eV. The energy relative to the best compared isomer or geometry (same formula, charge and spin) comes out at 4.520 eV. The calculation puts the largest force on an atom at 0.08442 Eh/bohr.

ORCA input file:
```
! wB97M-V def2-TZVPD RIJCOSX def2/J DEFGRID3
* xyz 1 1
C -0.1842 -1.7748 -0.7656
C -0.2402 2.1383 -0.1736
C 0.7334 1.2316 0.0036
C -0.2640 3.3164 -1.0026
C 0.5241 0.1062 0.8205
C -0.7314 -3.5914 0.7761
N -0.3876 -2.9200 -0.3830
H -0.0344 -1.2980 -1.7460
H -1.2146 1.9680 0.3945
H 1.8374 1.3574 -0.3584
H 0.7382 3.6117 -1.5417
H -0.4655 4.2414 -0.4409
H -1.2180 3.1715 -1.5571
H -0.0655 -0.9084 0.1374
H -0.3632 0.3175 1.4654
H 1.3596 -0.5512 1.0695
H -0.0429 -4.3873 0.9789
H -1.6719 -3.9986 0.6150
H -0.7727 -2.8257 1.5870
*
```

These are the Mulliken partial charges, in e, on atoms 1 to 4:
1 C 0.0491
2 C 0.0992
3 C -0.1321
4 C -1.0886


C33H75BrN4O2P | ωB97M-V/def2-TZVPD

The LUMO energy is -3.58 eV. The energy comes out at -124818.1324 eV. The calculation puts the largest force on an atom at 0.00884 Eh/bohr.

ORCA input file:
```
! wB97M-V def2-TZVPD RIJCOSX def2/J DEFGRID3
* xyz 1 1
C -2.7220 1.6794 -3.0008
C -2.9962 1.8921 -1.5147
C -2.6147 0.6922 -0.6588
O -1.3300 0.1988 -1.0647
C -1.1447 -1.1758 -0.9985
C -0.4913 -1.4966 0.3326
N 0.5865 -0.8410 0.7553
N 0.8536 -1.2740 1.9545
N -0.0022 -2.1881 2.2698
C 0.0247 -2.8006 3.6035
C -1.0805 -2.2578 4.5042
C -1.0709 -0.7335 4.5875
Br -2.2692 0.0523 3.2877
N -0.8997 -2.3643 1.2718
P -2.4094 -3.4186 0.9932
C -2.0425 -4.7861 2.1263
O -3.5043 -2.5673 1.8094
H -3.1929 2.4639 -3.5942
H -3.1262 0.7212 -3.3410
H -1.6533 1.6885 -3.2136
H -4.0654 2.0665 -1.3615
H -2.4753 2.7806 -1.1529
H -3.3549 -0.1119 -0.7615
H -2.5623 0.9663 0.4022
H -2.0819 -1.7319 -1.1031
H -0.4649 -1.4995 -1.7914
H 1.0041 -2.5154 3.9871
H 0.0125 -3.8819 3.4998
H -2.0578 -2.5876 4.1452
H -0.9505 -2.7033 5.4936
H -0.0878 -0.3191 4.3651
H -1.3806 -0.3729 5.5637
H -2.7714 -5.5537 1.8520
H -1.0430 -5.1922 1.9590
H -2.1685 -4.5429 3.1838
H -3.5867 -2.6812 2.7654
C -0.7950 -5.0511 -1.8389
C -2.2247 -5.3599 -2.2718
C -2.3531 -6.6864 -3.0199
C -1.5396 -6.7652 -4.3139
C -1.8385 -5.6606 -5.3269
C -3.2871 -5.6428 -5.8024
H -0.1232 -4.9596 -2.6929
H -0.7443 -4.1041 -1.2919
H -0.3992 -5.8381 -1.1910
H -2.6024 -4.5443 -2.8949
H -2.8753 -5.3906 -1.3912
H -3.4087 -6.8672 -3.2355
H -2.0372 -7.5003 -2.3593
H -1.7309 -7.7360 -4.7795
H -0.4715 -6.7541 -4.0791
H -1.1778 -5.7943 -6.1865
H -1.5807 -4.6842 -4.9037
H -3.5598 -6.6002 -6.2506
H -3.4463 -4.8678 -6.5524
H -3.9824 -5.4516 -4.9829
C 0.4658 2.4521 1.6646
C 0.1250 3.8344 1.1203
C 0.4332 3.9887 -0.3680
C 1.9075 3.8051 -0.7332
C 2.8673 4.7287 0.0163
C 2.6019 6.2109 -0.2238
H 1.5301 2.2282 1.5745
H 0.1959 2.3726 2.7194
H -0.0841 1.6873 1.1116
H 0.6563 4.5989 1.6945
H -0.9403 4.0289 1.2798
H 0.0921 4.9729 -0.7000
H -0.1551 3.2561 -0.9312
H 2.0208 3.9711 -1.8091
H 2.2015 2.7662 -0.5576
H 3.8886 4.4897 -0.2907
H 2.8212 4.5206 1.0896
H 2.6616 6.4493 -1.2879
H 3.3311 6.8315 0.2976
H 1.6118 6.5070 0.1275
C 4.2735 -3.5048 -6.0211
C 3.9850 -2.3450 -5.0741
C 4.7634 -2.4188 -3.7608
C 4.4802 -3.6641 -2.9177
C 3.0091 -3.8685 -2.5605
C 2.4200 -2.7237 -1.7433
H 3.9829 -4.4640 -5.5889
H 3.7303 -3.3921 -6.9597
H 5.3382 -3.5572 -6.2570
H 2.9105 -2.2998 -4.8700
H 4.2334 -1.4037 -5.5700
H 4.5567 -1.5203 -3.1726
H 5.8344 -2.3899 -3.9812
H 5.0652 -3.6021 -1.9946
H 4.8407 -4.5526 -3.4415
H 2.9098 -4.8022 -1.9994
H 2.4217 -4.0016 -3.4739
H 2.9735 -2.5817 -0.8115
H 1.3780 -2.9333 -1.4866
H 2.4441 -1.7782 -2.2875
C -0.3945 4.5488 4.7928
C -0.8620 5.8548 4.1590
C 0.2473 6.8972 4.0286
C 0.8734 7.3379 5.3533
C -0.1165 7.9015 6.3719
C -0.8533 9.1440 5.8834
H -0.0489 4.6925 5.8177
H -1.2013 3.8127 4.8187
H 0.4329 4.1219 4.2199
H -1.6959 6.2633 4.7362
H -1.2588 5.6470 3.1617
H -0.1468 7.7693 3.5007
H 1.0392 6.4925 3.3882
H 1.6329 8.0965 5.1404
H 1.4090 6.4976 5.8039
H 0.4291 8.1430 7.2874
H -0.8431 7.1325 6.6504
H -0.1479 9.9346 5.6187
H -1.5191 9.5360 6.6527
H -1.4612 8.9338 5.0018
*
```

These are the Mulliken partial charges, in e, on atoms 1 to 4:
1 C -1.2220
2 C -0.4091
3 C -0.0543
4 O -0.2177


C29H34BF2N7Os | ωB97M-V/def2-TZVPD

The LUMO energy is -7.95 eV. The energy comes out at -49621.3303 eV. The calculation puts the largest force on an atom at 0.00961 Eh/bohr.

ORCA input file:
```
! wB97M-V def2-TZVPD RIJCOSX def2/J DEFGRID3
* xyz 2 1
Os -0.6389 0.1633 -0.1238
C 1.0930 -3.0274 -0.2147
C 2.5073 -2.5289 -0.1044
C 3.1792 -3.0683 1.1625
C 2.5872 -1.0316 -0.1337
C 3.8133 -0.3703 -0.1397
C 3.5187 0.9667 -0.1191
N 2.1927 1.1128 -0.0989
N 1.5776 -0.1220 -0.1139
B 1.4321 2.4458 -0.0776
N 0.5551 2.4282 1.1866
C 0.6074 3.2044 2.2771
C -0.1053 2.6002 3.2886
C -0.5708 1.3937 2.7636
N -0.1658 1.3198 1.4857
C -1.2537 0.3159 3.5493
C -2.7641 0.5420 3.6533
C -0.9084 -1.0960 3.0874
N 0.5728 2.4701 -1.3725
C 0.6507 3.2613 -2.4503
C -0.0521 2.6794 -3.4857
C -0.5352 1.4684 -2.9855
N -0.1714 1.3797 -1.6980
C -1.0792 0.3167 -3.7646
C -0.0224 -0.1374 -4.7826
C -1.4646 -0.8202 -2.8392
H 1.0431 -4.1174 -0.2218
H 0.6262 -2.6722 -1.1350
H 0.5242 -2.6898 0.6566
H 3.0730 -2.8806 -0.9724
H 2.6378 -2.7414 2.0527
H 4.2088 -2.7284 1.2516
H 3.1846 -4.1573 1.1461
H 4.7869 -0.8264 -0.1514
H 4.1557 1.8354 -0.1150
H 2.1605 3.3848 -0.0590
H 1.1890 4.1111 2.2632
H -0.2223 2.9388 4.3033
H -0.8272 0.4362 4.5487
H -3.2392 0.4281 2.6757
H -2.9979 1.5362 4.0325
H -3.2065 -0.1900 4.3277
H -1.5738 -1.4338 2.2941
H -1.0301 -1.8000 3.9101
H 0.1341 -1.1806 2.7615
H 1.2529 4.1540 -2.4183
H -0.1375 3.0346 -4.4973
H -1.9663 0.6543 -4.3075
H 0.8599 -0.5251 -4.2686
H 0.2958 0.6728 -5.4346
H -0.4314 -0.9328 -5.4045
H -0.6838 -0.9639 -2.0543
H -1.4964 -1.7723 -3.3697
H -2.4327 -0.6691 -2.3702
F -3.0548 -4.5632 0.2234
C -3.2358 -3.2482 0.2256
C -2.1211 -2.4468 0.0233
C -2.2772 -1.0686 0.0355
C -3.5672 -0.5197 0.1949
C -4.6435 -1.3759 0.3937
F -5.8619 -0.8677 0.5639
C -4.5056 -2.7496 0.4217
C -3.6172 0.9299 0.0968
C -4.7387 1.7451 0.1739
C -4.5887 3.1171 0.0821
C -3.3121 3.6353 -0.0852
C -2.2436 2.7708 -0.1606
N -2.3796 1.4363 -0.0805
H -1.1924 -2.9597 -0.1278
H -5.3582 -3.3961 0.5763
H -5.7090 1.2974 0.3085
H -5.4500 3.7676 0.1442
H -3.1313 4.6978 -0.1569
H -1.2465 3.1645 -0.2859
*
```

These are the Mulliken partial charges, in e, on atoms 1 to 4:
1 Os -0.6659
2 C -0.8765
3 C 0.5081
4 C -1.3934


C5H8OS | ωB97M-V/def2-TZVPD

The LUMO energy is -0.18 eV. The energy comes out at -18191.8908 eV. The energy relative to the best compared isomer or geometry (same formula, charge and spin) comes out at 5.412 eV. The calculation puts the largest force on an atom at 0.09674 Eh/bohr.

ORCA input file:
```
! wB97M-V def2-TZVPD RIJCOSX def2/J DEFGRID3
* xyz 0 1
C 1.3453 -1.0393 1.9080
C 0.5936 0.0877 1.7647
C -1.1923 0.1716 -1.9734
C -0.1457 -0.0991 -0.9562
C -0.7139 0.2951 1.1621
O 1.1217 0.9249 -3.0606
S 0.1898 1.4002 -2.0124
H 2.2398 -0.8790 2.5014
H 1.1060 -2.1006 1.7279
H 1.0804 1.0766 1.7085
H -1.3433 -0.3734 -2.9753
H -2.2304 0.6097 -1.5506
H 0.5491 -0.8348 -0.7167
H -1.4171 -0.5431 1.1952
H -1.1828 1.3036 1.2777
*
```

These are the Mulliken partial charges, in e, on atoms 1 to 4:
1 C -0.6479
2 C 0.0575
3 C -0.5548
4 C -0.3617


C7H8BF | ωB97M-V/def2-TZVPD

The LUMO energy is 0.40 eV. The energy comes out at -10780.0901 eV. The energy relative to the best compared isomer or geometry (same formula, charge and spin) comes out at 0.000 eV. The calculation puts the largest force on an atom at 0.10055 Eh/bohr.

ORCA input file:
```
! wB97M-V def2-TZVPD RIJCOSX def2/J DEFGRID3
* xyz 0 1
B -0.5963 1.6625 -0.2076
C 2.1741 -1.5686 0.3824
C 1.3933 -2.6049 0.9514
C 1.6054 -0.3242 0.1317
C 0.0360 -2.3604 1.1808
C 0.2415 -0.1278 0.3547
C -0.5604 -1.1366 0.8461
C -2.0843 1.6719 -0.1964
F -1.8514 -0.9796 1.0821
H 0.2636 2.5499 -0.5899
H 3.2803 -1.6190 0.4126
H 1.9417 -3.5015 1.4648
H 2.3463 0.4423 -0.0797
H -0.5772 -3.0576 1.7797
H -2.3504 2.6772 0.0571
H -2.5475 0.8971 0.3484
H -2.1838 1.5132 -1.2953
*
```

These are the Mulliken partial charges, in e, on atoms 1 to 4:
1 B 0.0917
2 C -0.3460
3 C -0.4447
4 C -0.5043


C7H22BaO7 | ωB97M-V/def2-TZVPD

The LUMO energy is -8.77 eV. The energy comes out at -22623.1812 eV. The energy relative to the best compared isomer or geometry (same formula, charge and spin) comes out at 6.241 eV. The calculation puts the largest force on an atom at 0.07346 Eh/bohr.

ORCA input file:
```
! wB97M-V def2-TZVPD RIJCOSX def2/J DEFGRID3
* xyz 2 1
Ba -0.0829 1.9812 1.2689
C -3.0192 -2.3634 -0.5215
O -2.4878 -1.8617 0.6563
H -3.0025 -1.6168 -1.3155
H -2.5165 -3.2521 -0.9030
H -4.0427 -2.7256 -0.4248
H -2.8709 -2.3430 1.3933
C -0.2137 7.0302 3.7354
O -0.1557 6.4485 2.4246
H 0.0042 6.1709 4.3696
H 0.5694 7.7687 3.9071
H -1.2459 7.3486 3.8818
H 0.1912 7.0661 1.7767
C -4.6387 2.9654 -1.8317
O -3.6513 3.5507 -1.0211
H -4.2243 2.3537 -2.6331
H -5.2256 2.3060 -1.1923
H -5.2567 3.7036 -2.3428
H -4.1692 4.0530 -0.3878
C 0.3313 0.3745 -4.6940
O 0.7333 0.8883 -3.3740
H -0.1447 1.1624 -5.2778
H 1.2299 0.0513 -5.2196
H -0.4206 -0.4075 -4.5880
H 1.4519 1.5136 -3.4931
C 4.1463 -5.2059 -0.5536
O 3.3356 -4.0774 -0.2987
C 3.1621 -3.4617 0.9641
O 2.5553 -2.4176 1.1992
O 3.5658 -4.3273 1.9671
C 3.3222 -4.0186 3.3400
H 4.7153 -5.0601 -1.4718
H 3.5918 -6.1421 -0.6189
H 4.8865 -5.4650 0.2035
H 3.3746 -4.9506 3.9028
H 2.2600 -3.8663 3.5316
H 3.9424 -3.1741 3.6407
*
```

These are the Mulliken partial charges, in e, on atoms 1 to 4:
1 Ba 1.9725
2 C -0.5473
3 O -0.5164
4 H 0.2001